90
Properties=species:S:1:pos:R:3:forces:R:3 method="wB97M-V/def2-TZVPD" relative_energy_ev=1.056 total_charge=-1
Li -2.494550 -2.755467 -1.333730 -0.04 -0.63 0.33
Li 1.114084 1.421354 -1.345626 -0.33 -0.26 0.68
Li 1.647397 -3.724561 -0.657750 -0.01 0.21 -0.50
Li 0.196593 -0.867594 -4.223084 -0.12 -1.19 0.79
B 2.607627 0.965299 -3.371111 1.97 0.05 -2.68
F 1.296667 0.449907 -3.350135 -0.67 -0.08 0.30
F 3.561956 -0.013620 -3.639932 -0.56 -0.02 0.70
F 2.662458 1.878705 -4.440690 -0.27 0.27 0.56
F 2.856297 1.597605 -2.149734 -0.41 0.21 0.70
B -0.233808 -1.215397 -0.708436 -1.06 -0.29 -0.68
F -1.625954 -1.286369 -0.430893 0.12 0.12 -0.03
F -0.138798 -1.072539 -2.097066 0.08 0.00 0.13
F 0.326298 -0.095990 -0.109148 0.34 0.53 0.21
F 0.357002 -2.395580 -0.267980 0.43 0.00 0.09
B -3.262320 -4.124501 0.658667 -0.39 -0.58 0.91
F -3.961968 -4.736194 -0.389378 0.09 0.49 -0.15
F -3.502513 -4.818757 1.843718 0.00 0.25 0.01
F -1.889181 -4.109892 0.365872 0.32 0.15 -0.61
F -3.649922 -2.752398 0.784534 -0.18 -0.08 -0.41
B -2.257119 -3.302684 -4.239112 0.40 -1.66 -1.76
F -1.619339 -2.045232 -4.161321 0.24 1.04 0.19
F -1.354948 -4.222304 -4.824744 -0.34 0.53 0.54
F -2.615424 -3.747666 -2.946980 0.02 0.61 0.56
F -3.384084 -3.224937 -5.057491 -0.05 0.37 0.40
B 1.654672 -3.810425 -3.209741 0.63 -1.04 -1.02
F 0.777238 -4.439452 -2.302823 -0.33 0.23 0.52
F 1.095562 -2.643285 -3.754073 0.02 0.20 -0.25
F 2.791525 -3.476666 -2.442216 0.21 0.51 0.64
F 2.071947 -4.717721 -4.176867 -0.39 0.40 -0.01
C 4.644125 -0.919507 0.413523 0.53 0.01 -0.84
C 5.467004 -2.205911 0.174697 -0.66 1.14 0.69
C 4.441253 -3.252331 0.540480 1.02 -0.52 0.02
O 3.202472 -2.717129 0.112569 -0.89 -0.48 -0.21
C 3.312888 -1.327185 -0.253484 1.48 0.51 1.52
H 5.108312 -0.047129 -0.052375 -0.14 -0.05 -0.19
H 4.535282 -0.662775 1.469003 -0.16 -0.33 0.09
H 6.381392 -2.238962 0.762479 0.10 -0.18 -0.17
H 5.632214 -2.267344 -0.900767 0.42 -0.10 0.05
H 4.378899 -3.504505 1.603631 0.08 0.34 0.10
H 4.767143 -4.172681 0.041350 -0.87 -0.10 -0.29
H 2.549977 -0.754711 0.262660 -0.59 -0.22 -0.54
H 3.381349 -1.185689 -1.330174 -0.39 -0.15 -0.07
C 2.020781 3.133025 2.684840 0.35 -0.65 0.28
C 2.767901 3.970526 1.662602 -0.15 1.04 -0.66
C 3.082447 3.015833 0.521099 0.53 -0.37 -0.03
O 2.011125 2.054969 0.547462 0.25 0.70 -0.47
C 1.551900 1.903455 1.908630 -0.17 -0.25 -0.91
H 1.212508 3.636094 3.210020 0.01 0.11 -0.10
H 2.730227 2.754146 3.423140 -0.04 0.33 0.20
H 3.592341 4.545264 2.086049 0.35 -0.49 -0.03
H 2.178441 4.762623 1.187655 -0.54 -0.15 0.40
H 4.055279 2.515029 0.570335 -0.06 -0.24 0.53
H 3.137477 3.515293 -0.445991 -0.51 -0.02 -0.05
H 1.998688 0.976707 2.274252 -0.18 0.01 0.27
H 0.471709 1.789080 1.835248 0.01 -0.06 0.18
C -4.134230 1.962450 1.397106 0.16 0.49 0.73
C -5.108394 3.045658 0.958310 -0.91 0.08 0.21
C -4.783888 3.255121 -0.497612 -0.37 -0.40 -0.27
O -4.419301 1.955425 -0.963611 0.91 0.28 -0.04
C -3.755835 1.235685 0.101686 -0.09 0.02 0.44
H -4.502911 1.292654 2.173570 -0.30 -0.01 -0.17
H -3.318377 2.507804 1.883205 0.47 -0.42 -0.34
H -5.047824 3.991939 1.499900 0.10 -0.20 0.24
H -6.136533 2.683680 1.035417 -0.01 0.06 -0.01
H -4.027888 4.033018 -0.658001 0.40 -0.28 0.03
H -5.663879 3.583297 -1.051440 0.01 -0.14 -0.17
H -2.663464 1.177128 0.071776 0.03 0.39 -0.71
H -4.078253 0.198057 0.046194 -0.31 0.04 0.12
C -2.232742 -0.625396 4.298194 -0.75 -0.58 0.04
C -0.806069 -0.393492 3.937249 0.74 0.95 -1.67
C -0.685417 -1.273772 2.687718 -0.40 -0.37 1.02
O -1.298181 -2.482552 3.166086 0.00 0.00 -0.89
C -2.392597 -2.142464 4.008954 0.60 0.61 1.19
H -2.890549 -0.105978 3.595799 0.11 0.28 0.14
H -2.473574 -0.313095 5.314899 -0.18 -0.20 0.00
H -0.078404 -0.727842 4.675934 -0.10 0.13 0.16
H -0.645396 0.647996 3.630796 0.27 0.02 0.47
H 0.336706 -1.457476 2.361111 0.01 -0.33 0.13
H -1.227539 -0.853482 1.838930 -0.19 0.01 0.04
H -2.216398 -2.686382 4.941095 -0.31 -0.23 -0.03
H -3.391279 -2.358065 3.633744 0.22 -0.33 -0.48
C 0.357748 4.394176 -1.875439 -0.37 0.45 0.71
C -0.983612 3.689252 -1.812103 0.63 -0.85 0.20
O -0.798400 2.303982 -1.385562 0.15 0.46 -0.74
H 0.209376 5.337690 -2.403165 0.23 -0.13 -0.31
H 1.105717 3.768314 -2.361535 -0.01 0.17 -0.26
H 0.731074 4.698027 -0.894083 -0.01 -0.33 0.10
H -1.375770 3.683719 -2.829656 -0.40 0.03 0.15
H -1.684216 4.090004 -1.080689 -0.02 0.57 -0.32
H -1.560273 1.855070 -1.776413 0.17 -0.44 0.35

13
Properties=species:S:1:pos:R:3:forces:R:3 method="wB97M-V/def2-TZVPD" relative_energy_ev=4.750 total_charge=0
C -0.845990 0.048188 -0.091466 2.85 -0.04 0.12
C 0.613492 0.407703 1.720372 0.94 4.59 -0.30
C -1.657215 -0.438273 -1.157578 -1.63 0.49 0.80
N -0.524805 0.294562 1.016390 -2.61 -1.29 -0.98
N 1.068815 0.004545 -1.022360 -1.23 0.98 0.10
O 2.786075 -1.041473 0.453473 -0.37 0.11 0.37
S 2.099675 0.234771 0.194746 -0.10 0.12 -0.36
H 0.544191 1.543422 2.063269 1.00 -2.24 -0.24
H 0.672719 -0.238164 2.544396 0.44 -1.07 0.95
H -2.390842 0.305758 -1.427427 -0.18 0.32 -0.45
H -2.220773 -1.249265 -0.726924 -0.21 -0.69 -0.21
H -1.005417 -0.715174 -1.938266 0.30 -0.46 -0.99
H 0.860075 0.843399 -1.628624 0.81 -0.82 1.20

88
Properties=species:S:1:pos:R:3:forces:R:3 method="wB97M-V/def2-TZVPD" relative_energy_ev=1.843 total_charge=+1 multiplicity=2
Zr 0.778259 -0.204706 1.211686 1.51 1.47 -1.18
C 4.254041 -0.596209 0.318471 -0.02 -0.01 0.18
C 4.222501 -1.001541 1.781976 0.07 -0.03 -0.39
N 3.019659 -0.475215 2.451868 -0.15 0.15 0.40
C 3.248729 0.853126 3.046629 -0.04 0.10 -0.01
C 3.093700 1.920775 1.999987 0.12 -0.18 0.02
C 3.713138 3.148954 2.120474 0.03 0.09 -0.09
C 3.536339 4.086415 1.113241 -0.02 -0.12 0.03
C 2.769520 3.745517 0.015235 0.02 0.01 0.00
C 2.170966 2.495012 -0.030709 0.14 -0.08 -0.11
C 1.318213 2.132765 -1.206616 -0.12 0.08 0.10
N 0.834307 0.735359 -1.202167 -0.24 -0.11 0.24
C 1.553135 -0.080126 -2.187768 0.24 -0.14 0.02
C 2.968928 -0.303980 -1.691509 -0.26 0.05 -0.07
N 2.951074 -0.831301 -0.321414 -0.11 -0.38 0.11
N 2.323280 1.596040 0.947789 0.07 0.61 0.23
H 5.052214 -1.143583 -0.193122 0.02 0.02 0.01
H 4.481371 0.465962 0.230034 -0.02 0.00 -0.07
H 5.134605 -0.639016 2.264029 -0.03 -0.01 0.06
H 4.227187 -2.084401 1.852293 -0.06 0.00 0.09
H 2.794394 -1.100827 3.216702 -0.01 -0.05 -0.01
H 4.235170 0.921197 3.513198 0.01 0.00 -0.03
H 2.493463 1.017301 3.813881 0.04 -0.02 0.05
H 4.328699 3.368244 2.981880 -0.02 -0.04 0.03
H 4.005242 5.058822 1.178996 -0.01 0.01 0.00
H 2.617952 4.440923 -0.799435 -0.01 -0.01 -0.01
H 1.864023 2.348261 -2.130280 0.03 -0.07 0.01
H 0.438138 2.780594 -1.196525 0.00 -0.01 -0.01
H -0.147481 0.806660 -1.460640 -0.06 -0.01 0.06
H 1.592008 0.409352 -3.166793 -0.08 -0.02 0.00
H 1.047981 -1.036507 -2.314084 -0.12 -0.10 0.06
H 3.491883 0.653928 -1.671460 0.04 -0.01 0.01
H 3.513027 -0.955308 -2.381558 0.03 0.02 0.03
H 2.801447 -1.837965 -0.368708 0.03 -0.01 0.01
Cl -2.257546 -2.060367 0.176233 -0.36 -0.74 0.31
C -1.529912 -0.714278 1.151186 -0.15 0.52 -0.11
H -1.757640 -1.020260 2.176786 -0.09 -0.22 -0.05
H -2.188695 0.117205 0.928214 -0.02 0.03 -0.10
F 0.650456 -2.258063 0.639449 -0.08 -0.87 0.05
P 0.748256 -3.305227 2.142038 0.47 -0.55 -0.03
F 0.685984 -1.816669 2.896385 -0.04 -0.35 -0.19
F 0.950809 -4.058848 3.487595 -0.10 0.00 0.10
F 2.323659 -3.080072 1.944106 -0.07 -0.09 0.10
F 0.790063 -4.560023 1.200874 -0.05 0.05 -0.15
F -0.822324 -3.341093 2.197892 -0.04 0.06 -0.04
C 0.163631 -3.945858 -2.437977 -0.27 0.21 0.13
Si -1.633447 -3.372524 -2.512303 0.06 -0.24 -0.28
C -2.715429 -4.700035 -1.745158 0.08 0.23 -0.12
C -2.016455 -3.034650 -4.325845 -0.16 -0.03 0.21
C -1.999936 -1.711870 -1.574564 -0.06 0.21 -0.39
Si -3.521641 -0.681430 -2.203594 -0.20 0.04 -0.07
C -3.989018 0.673167 -0.997161 0.14 -0.16 -0.05
C -4.948178 -1.898786 -2.352485 0.18 0.16 -0.11
C -3.039638 0.117520 -3.843973 -0.09 -0.18 0.16
H 0.224233 -4.907316 -2.954505 -0.07 0.01 -0.03
H 0.508250 -4.116268 -1.421803 0.07 0.02 0.18
H 0.860405 -3.275208 -2.943648 -0.03 0.07 -0.01
H -2.665390 -5.609931 -2.345974 0.02 0.00 -0.01
H -3.762272 -4.398065 -1.687934 0.02 -0.03 0.01
H -2.372380 -4.951765 -0.739471 0.00 0.00 0.00
H -1.650263 -3.854709 -4.946502 0.04 -0.05 0.08
H -1.552363 -2.116576 -4.691834 0.05 -0.04 0.06
H -3.090657 -2.951562 -4.502646 0.06 0.01 -0.03
H -1.101402 -1.101519 -1.555511 0.19 0.13 -0.08
H -4.338631 0.298980 -0.032531 0.03 -0.02 -0.01
H -4.811304 1.246047 -1.434199 -0.04 -0.08 -0.05
H -3.177293 1.384752 -0.836839 0.09 0.04 0.04
H -5.133155 -2.419806 -1.410745 0.00 0.05 0.03
H -4.779799 -2.650832 -3.125438 -0.03 0.03 0.04
H -5.861495 -1.359904 -2.612363 -0.01 0.01 0.01
H -1.968470 0.320147 -3.923107 -0.01 0.00 0.04
H -3.557319 1.074193 -3.931070 0.00 0.01 0.02
H -3.328098 -0.494475 -4.699154 0.03 0.02 0.02
O -1.392229 2.955150 -0.480780 -0.02 -0.03 0.24
C -1.076249 2.763198 0.711038 -0.18 -0.11 -0.59
N -0.340353 1.667617 1.138189 -0.17 0.18 0.41
C -0.206218 1.728679 2.490469 -0.60 1.11 0.16
O 0.420519 0.687775 3.011658 0.20 -0.40 0.24
C -0.811830 2.892495 3.021698 0.04 -0.07 -0.17
C -0.957267 3.432596 4.305716 -0.04 0.05 0.17
C -1.639202 4.623206 4.433704 0.13 -0.12 0.08
C -2.172952 5.289130 3.316281 -0.10 0.03 -0.18
C -2.044999 4.763167 2.044125 -0.03 0.09 0.03
C -1.365311 3.561653 1.893735 0.18 -0.20 0.18
H -0.552954 2.925146 5.172462 -0.01 0.02 0.00
H -1.765116 5.061939 5.414991 0.00 -0.01 0.00
H -2.702393 6.221659 3.459456 0.01 0.00 0.01
H -2.456152 5.268042 1.179248 -0.02 0.00 0.01